(1)
C5H13N2O in the gas phase at a distorted geometry, computed with wB97M-V/def2-TZVPD.

⟨S²⟩   0.755
Frontier orbital gap (alpha / beta)   0.370 / 0.267 Ha
HOMO (alpha / beta)   -9.14 / -9.17 eV
LUMO (alpha / beta)   0.916 / -1.914 eV

```
! RIJCOSX wB97M-V def2-TZVPD def2/J DEFGRID3
* xyz 0 2
C 0.14022 1.68674 -0.29178
N -0.74109 1.89855 0.84806
C -0.46899 0.81369 1.86446
O 0.76121 0.46736 1.98966
C -0.13943 0.41920 -1.04384
C 0.99357 -0.78809 -0.66979
C 0.36924 -2.13097 -0.78992
N -0.86842 -2.23358 -1.70387
H 0.08591 2.57783 -0.87744
H 1.25703 1.76464 -0.11850
H -0.53371 2.84044 1.03211
H -1.21624 -0.00141 1.69179
H -0.87475 1.13136 2.88240
H -1.14308 0.01164 -0.72071
H -0.07856 0.33788 -2.16967
H 1.99777 -0.60004 -1.29885
H 1.29903 -0.53559 0.41708
H 1.18070 -2.90828 -1.30209
H 0.23002 -2.49717 0.16298
H -0.67877 -1.77618 -2.61213
H -1.71618 -1.74225 -1.42830
*
```



(2)
2 unconnected molecules or ions with the total composition C5H13N2O at a distorted geometry, computed with wB97M-V/def2-TZVPD.

Frontier orbital gap   0.365 Ha
HOMO   -12.88 eV
LUMO   -2.955 eV

```
! RIJCOSX wB97M-V def2-TZVPD def2/J DEFGRID3
* xyz 1 1
C -0.97440 1.60221 1.96351
C 0.32223 1.70882 1.67936
N 1.21747 2.57997 2.24284
N -1.79146 0.58023 1.28192
H -1.55303 2.28297 2.56788
H 0.79030 1.02798 0.98089
H 1.95385 2.85645 1.62006
H 0.83813 3.35471 2.77393
H -2.53250 0.99178 0.71651
H -2.24704 -0.03757 1.95721
H -1.19764 -0.02075 0.62080
C -0.48146 -1.76403 -1.68587
O -0.30621 -0.84979 -0.50935
C 0.65963 -1.52600 -2.59079
C 1.68400 -2.37607 -2.67388
H -1.44054 -1.48122 -2.10886
H -0.52820 -2.77311 -1.28503
H 0.51347 -1.17414 -0.12823
H 0.66668 -0.59508 -3.14471
H 2.51671 -2.14699 -3.32323
H 1.67414 -3.28304 -2.08417
*
```



(3)
2 unconnected molecules or ions with the total composition C5H13N2O at a distorted geometry, computed with wB97M-V/def2-TZVPD.

Frontier orbital gap   0.344 Ha
HOMO   -14.07 eV
LUMO   -4.700 eV

```
! RIJCOSX wB97M-V def2-TZVPD def2/J DEFGRID3
* xyz 1 1
C 0.50678 1.11677 -0.16361
C 0.69964 -0.35044 0.09381
C 1.53663 2.10912 -0.12933
C 1.94335 -0.98130 0.62782
C -0.75418 -2.24127 -0.17212
N -0.36469 -0.86807 -0.31807
N -0.69558 1.45690 -0.49859
O -3.17772 0.20040 -0.32451
H 1.26851 2.86450 0.68223
H 1.52368 2.72701 -1.10666
H 2.52384 1.61394 0.18412
H 1.80789 -2.00976 0.71767
H 2.15293 -0.69556 1.60452
H 2.83009 -0.73603 -0.05110
H -0.14243 -2.89757 -0.72503
H -0.74874 -2.43325 0.86800
H -1.73578 -2.17772 -0.50079
H -1.39986 0.66979 -0.34238
H -3.25322 -0.71216 -0.03465
H -1.09615 2.42625 -0.73116
H -3.42499 0.91846 0.31983
*
```



Energy list, top to bottom, in Eh: -382.88804 -382.77916 -382.76458
Relative energy (zero: lowest compared OMol25 entry of this formula, charge and spin) list, top to bottom, in kcal/mol: 77.7 51.8 60.9